{"formula": "C9H27O5V", "method": "wB97M-V/def2-TZVPD", "energy_ev": -45690.851, "molar_mass_g_mol": 266.25, "charge": 0, "multiplicity": 5, "homo_ev": [-5.3, -8.0], "s2": 6.004, "gap_ev": [5.70, 8.25], "elements": ["V", "C", "O", "H", "H", "H", "C", "C", "O", "H", "H", "H", "H", "H", "H", "C", "C", "O", "H", "H", "H", "H", "H", "H", "C", "C", "O", "H", "H", "H", "H", "H", "H", "C", "C", "O", "H", "H", "H", "H", "H", "H"], "xyz": [[0.944, -0.623, 3.029], [-1.409, -0.883, 0.345], [-0.210, -1.063, 1.057], [-2.103, -1.724, 0.327], [-1.969, 0.012, 0.617], [-1.061, -0.672, -0.666], [0.913, -3.868, -3.348], [0.140, -3.084, -2.230], [1.106, -2.296, -1.625], [1.251, -3.199, -4.139], [0.140, -4.577, -3.644], [1.710, -4.479, -2.923], [-0.266, -3.668, -1.404], [-0.568, -2.353, -2.620], [0.746, -2.001, -0.785], [-0.052, 1.557, -3.380], [0.975, 0.891, -4.336], [1.303, 1.870, -5.302], [-0.429, 0.800, -2.693], [-0.875, 1.891, -4.012], [0.393, 2.308, -2.727], [0.565, 0.038, -4.877], [1.779, 0.479, -3.726], [2.262, 1.891, -5.342], [1.681, 2.706, 0.694], [0.565, 2.397, 1.659], [0.989, 1.473, 2.743], [1.256, 3.246, -0.152], [2.055, 1.772, 0.274], [2.522, 3.224, 1.154], [-0.211, 1.793, 1.189], [0.139, 3.264, 2.163], [1.523, 2.018, 3.325], [-1.877, 1.069, 4.295], [-1.880, -0.351, 4.919], [-0.874, -1.083, 4.358], [-2.848, 1.565, 4.302], [-1.505, 1.078, 3.271], [-1.230, 1.689, 4.916], [-2.811, -0.877, 4.708], [-1.691, -0.243, 5.987], [-1.088, -1.987, 4.599]]}